Entry from the Open Molecules 2025 dataset: C2H2FLuO as an isolated structure (ωB97M-V/def2-TZVPD).

Values from the calculation:
orbital gap (alpha / beta): 7.371 / 5.948 eV
2S+1: 2
strongest force on any atom: 6.8 eV/Å
net charge: +1

Structure (XYZ):
```
7
Properties=species:S:1:pos:R:3:forces:R:3:lowdin_charge:R:1
C -1.393 -0.216 -0.656 -0.17 0.26 -3.20 -0.081
C -0.358 -1.063 -0.873 -4.32 -0.82 1.38 -0.314
O 0.270 -1.163 0.300 6.06 2.65 1.57 -0.435
H -2.451 -0.296 -0.885 0.31 0.66 -0.48 0.129
F -1.006 1.035 -0.154 0.19 -0.18 1.41 -0.164
H -0.544 -1.986 -1.438 0.47 0.36 -0.01 0.128
Lu 1.428 0.758 0.605 -2.53 -2.93 -0.67 1.736
```
Forces are in eV/Å.